Entry w
Formula: C3H9N2
Source: the Open Molecules 2025 dataset
Level of theory: wB97M-V/def2-TZVPD

Properties
- Net charge: +1
- HOMO energy: -14.38 eV
- LUMO energy: -4.409 eV

Last columns: bonded neighbours and bond lengths (Å).
Atoms and positions in Å:
1 N 0.90334 -1.46056 0.72580  C4 1.372, H6 1.011, H12 1.018
2 N -1.64692 -0.15008 -0.19449  C3 1.381, H10 1.015, H14 1.021
3 C -0.79214 0.92536 -0.05401  N2 1.381, H8 1.076, H9 1.074
4 C 0.93028 -0.48576 -0.23895  N1 1.372, C5 1.356, H7 1.092
5 C 1.27472 0.78448 0.08606  C4 1.356, H11 1.087, H13 1.070
6 H 0.14723 -1.48786 1.39594  N1 1.011
7 H 0.80765 -0.81455 -1.27258  C4 1.092
8 H -0.83602 1.41852 0.90111  C3 1.076
9 H -0.64963 1.52638 -0.93315  C3 1.074
10 H -1.65239 -0.52715 -1.13643  N2 1.015
11 H 1.63579 1.11590 1.05667  C5 1.087
12 H 1.02231 -2.37201 0.28871  N1 1.018
13 H 1.48267 1.51646 -0.66686  C5 1.070
14 H -2.62689 0.01087 0.04220  N2 1.021

So, what does the Löwdin scheme give us? The charges, in e, come out as:
1 N 0.120
2 N 0.029
3 C -0.046
4 C -0.233
5 C 0.042
6 H 0.120
7 H 0.156
8 H 0.122
9 H 0.107
10 H 0.108
11 H 0.124
12 H 0.118
13 H 0.104
14 H 0.130

Entry x
Formula: C3H9N2
Source: the Open Molecules 2025 dataset
Level of theory: wB97M-V/def2-TZVPD

Properties
- Net charge: +1
- HOMO energy: -14.74 eV
- LUMO energy: -3.180 eV

Last columns: bonded neighbours and bond lengths (Å).
Atoms and positions in Å:
1 N 0.48357 1.77659 1.00113  C3 1.278, H11 1.023
2 N -1.06379 -0.31437 0.12776  C5 1.486, H10 1.082, H12 1.021, H14 1.024
3 C 1.72429 1.98066 0.77216  N1 1.278, H9 1.093, H13 1.091
4 C -0.43258 -2.00800 -1.50906  C5 1.324, H6 1.092, H7 1.086
5 C -0.50413 -1.64095 -0.23873  N2 1.486, C4 1.324, H8 1.087
6 H -0.92283 -1.46120 -2.31755  C4 1.092
7 H 0.07848 -2.96170 -1.60592  C4 1.086
8 H -0.17484 -2.21407 0.62381  C5 1.087
9 H 2.10794 1.47590 -0.11791  C3 1.093
10 H -0.39461 0.44682 0.50708  N2 1.082
11 H 0.08660 2.60848 1.44383  N1 1.023
12 H -1.86241 -0.50255 0.73579  N2 1.021
13 H 2.33488 2.71582 1.29852  C3 1.091
14 H -1.46057 0.09855 -0.72091  N2 1.024

So, what does the Löwdin scheme give us? The charges, in e, come out as:
1 N 0.001
2 N 0.144
3 C -0.021
4 C 0.070
5 C -0.149
6 H 0.089
7 H 0.085
8 H 0.124
9 H 0.084
10 H 0.079
11 H 0.084
12 H 0.163
13 H 0.092
14 H 0.154

Entry y
Formula: C3H9N2
Source: the Open Molecules 2025 dataset
Level of theory: wB97M-V/def2-TZVPD

Properties
- Net charge: +1
- HOMO energy (alpha / beta): -14.38 / -13.51 eV
- LUMO energy (alpha / beta): -4.618 / -4.186 eV

Last columns: bonded neighbours and bond lengths (Å).
Atoms and positions in Å:
1 N 1.47940 -0.48659 -2.04627  H6 1.093, H7 1.072
2 N -0.97057 1.28480 1.05098  C3 1.560, H8 1.074, H13 1.071, H14 1.033
3 C -0.66658 0.19540 -0.02395  N2 1.560, C4 1.443, C5 1.476, H10 1.051
4 C 0.64147 -0.38445 0.16568  C3 1.443, C5 1.475, H12 1.054
5 C -0.55275 -1.23977 0.30248  C3 1.476, C4 1.475, H9 1.037, H11 1.079
6 H 2.27827 0.25627 -1.98143  N1 1.093
7 H 2.05332 -1.38523 -2.15462  N1 1.072
8 H -0.33146 0.95185 1.84788  N2 1.074
9 H -0.92306 -1.35537 1.26428  C5 1.037
10 H -1.03062 0.45542 -0.97550  C3 1.051
11 H -0.70612 -1.94561 -0.49937  C5 1.079
12 H 1.28217 -0.05859 0.93717  C4 1.054
13 H -1.96036 1.52181 1.38461  N2 1.071
14 H -0.59312 2.19005 0.72805  N2 1.033

So, what does the Löwdin scheme give us? The charges, in e, come out as:
1 N 0.077
2 N 0.213
3 C -0.282
4 C -0.039
5 C -0.055
6 H 0.039
7 H 0.028
8 H 0.187
9 H 0.097
10 H 0.133
11 H 0.132
12 H 0.092
13 H 0.204
14 H 0.172

Which of them is most stable, and which least? Most stable: entry x; least stable: entry y.

Entry w
Formula: C3H9N2
Source: the Open Molecules 2025 dataset
Level of theory: wB97M-V/def2-TZVPD

Properties
- Net charge: +1
- HOMO energy (alpha / beta): -16.88 / -17.31 eV
- LUMO energy (alpha / beta): -7.189 / -7.528 eV
- SMILES: [H]/N=[N+](/C)CC

Last columns: bonded neighbours and bond lengths (Å).
Atoms and positions in Å:
1 N -1.14083 1.00782 -1.54211  N2 1.498, H13 0.968
2 N -0.79561 0.23754 -0.30414  N1 1.498, C3 1.438, C4 1.351
3 C 0.37224 0.62339 0.44009  N2 1.438, C5 1.595, H7 1.098, H12 1.056
4 C -1.42269 -0.89088 0.09532  N2 1.351, H8 1.069, H11 1.127, H14 1.002
5 C 1.47746 -0.40664 -0.07171  C3 1.595, H6 1.115, H9 1.094, H10 1.139
6 H 1.12436 -0.75728 -1.06949  C5 1.115
7 H 0.26726 0.61875 1.53269  C3 1.098
8 H -0.73872 -1.71202 0.05549  C4 1.069
9 H 1.70055 -1.23766 0.60372  C5 1.094
10 H 2.48567 0.05272 -0.33664  C5 1.139
11 H -1.85196 -0.99080 1.13241  C4 1.127
12 H 0.53325 1.61264 0.10635  C3 1.056
13 H -0.44415 1.67650 -1.60804  N1 0.968
14 H -2.21638 -1.03295 -0.50020  C4 1.002

So, what does the Löwdin scheme give us? The charges, in e, come out as:
1 N 0.377
2 N -0.147
3 C -0.139
4 C -0.028
5 C -0.030
6 H 0.091
7 H 0.152
8 H 0.127
9 H 0.086
10 H 0.112
11 H 0.172
12 H 0.104
13 H 0.046
14 H 0.079

Entry x
Formula: C3H9N2
Source: the Open Molecules 2025 dataset
Level of theory: wB97M-V/def2-TZVPD

Properties
- Net charge: +1
- HOMO energy: -13.79 eV
- LUMO energy: -4.012 eV

Last columns: bonded neighbours and bond lengths (Å).
Atoms and positions in Å:
1 N -0.65852 0.33037 -0.48940  C4 1.458, C5 1.498
2 N 1.74543 0.75963 -0.05160  C5 1.610, H7 1.117, H11 1.025, H13 1.104
3 C 0.33726 -1.38967 -0.32397  C5 1.467, H6 1.099, H9 1.129
4 C -2.02207 0.30954 0.02632  N1 1.458, H8 1.185, H10 1.076, H12 1.170
5 C 0.46803 -0.11519 0.39162  N1 1.498, N2 1.610, C3 1.467, H14 1.152
6 H 0.78682 -1.60521 -1.30312  C3 1.099
7 H 2.01847 0.90380 -1.12517  N2 1.117
8 H -2.33328 -0.72133 0.52137  C4 1.185
9 H -0.35651 -2.17270 0.10061  C3 1.129
10 H -2.72521 0.58161 -0.74160  C4 1.076
11 H 2.62687 0.35105 0.27376  N2 1.025
12 H -2.03129 1.17421 0.81514  C4 1.170
13 H 1.68935 1.78100 0.36467  N2 1.104
14 H 0.45464 -0.18711 1.54137  C5 1.152

So, what does the Löwdin scheme give us? The charges, in e, come out as:
1 N -0.021
2 N 0.168
3 C 0.108
4 C -0.136
5 C -0.388
6 H 0.093
7 H 0.222
8 H 0.122
9 H 0.117
10 H 0.065
11 H 0.144
12 H 0.117
13 H 0.209
14 H 0.180

Which of them is most stable, and which least? Most stable: entry x; least stable: entry w.

Entry w
Formula: C3H4N2S2
Source: the Open Molecules 2025 dataset
Level of theory: wB97M-V/def2-TZVPD

Properties
- Net charge: 0
- HOMO energy: -8.75 eV
- LUMO energy: -0.649 eV
- SMILES: S=C1NN=C[C@H]1S

Last columns: bonded neighbours and bond lengths (Å).
Atoms and positions in Å:
1 S 0.16620 2.32525 1.38745  C6 1.689
2 S 0.63785 0.39980 -2.17415  C5 1.905, H11 1.288
3 N -1.04541 0.02521 1.19334  N4 1.396, C6 1.383, H10 1.069
4 N -1.25432 -1.16669 0.49743  N3 1.396, C7 1.270
5 C 0.67214 -0.13925 -0.34686  S2 1.905, C6 1.557, C7 1.513, H8 1.076
6 C -0.00777 0.79291 0.69790  S1 1.689, N3 1.383, C5 1.557
7 C -0.20798 -1.36000 -0.19541  N4 1.270, C5 1.513, H9 1.150
8 H 1.66456 -0.55168 -0.40721  C5 1.076
9 H 0.01295 -2.32797 -0.77553  C7 1.150
10 H -1.70373 0.44696 1.92251  N3 1.069
11 H 1.06553 1.55546 -1.79948  S2 1.288

So, what does the Löwdin scheme give us? The charges, in e, come out as:
1 S 0.577
2 S 0.746
3 N -0.067
4 N 0.056
5 C -0.532
6 C -0.775
7 C -0.219
8 H 0.079
9 H 0.145
10 H 0.168
11 H -0.178

Entry x
Formula: C3H4N2S2
Source: the Open Molecules 2025 dataset
Level of theory: wB97M-V/def2-TZVPD

Properties
- Net charge: 0
- HOMO energy: -9.37 eV
- LUMO energy: -2.509 eV
- SMILES: [H]/N=C(/N)C(=S)C=S

Last columns: bonded neighbours and bond lengths (Å).
Atoms and positions in Å:
1 S 2.21194 -0.55386 0.29184  C5 1.623
2 S -1.93067 -1.14121 -0.06457  C6 1.640
3 N 0.64970 1.80408 -0.69280  C7 1.439, H9 1.021, H11 1.043
4 N -1.28038 1.86145 0.58804  C7 1.251, H8 1.025
5 C 0.76585 -1.10109 -0.20264  S1 1.623, C6 1.470, H10 1.093
6 C -0.49849 -0.35158 -0.19272  S2 1.640, C5 1.470, C7 1.519
7 C -0.44828 1.15687 -0.02470  N3 1.439, N4 1.251, C6 1.519
8 H -2.01805 1.30752 1.03589  N4 1.025
9 H 0.73469 2.73882 -0.29177  N3 1.021
10 H 0.71027 -2.14000 -0.53714  C5 1.093
11 H 1.57317 1.33081 -0.58958  N3 1.043

So, what does the Löwdin scheme give us? The charges, in e, come out as:
1 S 0.790
2 S 0.820
3 N 0.051
4 N 0.130
5 C -0.650
6 C -0.737
7 C -0.552
8 H 0.033
9 H 0.087
10 H 0.048
11 H -0.020

Which of them is most stable, and which least? Most stable: entry x; least stable: entry w.